Entry 1:
The following is a quantum chemistry calculation of a structure of composition C34H44CuN4PS4Se, from OMol25.

For the HOMO energy (spin up / spin down), the calculation gives -4.652 / -4.488 eV. The value obtained for the strongest force on any atom is 0.61 eV Å⁻¹. As for the total energy: -204552.668 eV. The HOMO-LUMO gap (spin up / spin down) comes out at 6.87 / 4.18 eV.

```
! RIJCOSX wB97M-V def2-TZVPD def2/J DEFGRID3
* xyz -1 2
Cu -1.0372 0.5531 0.8264
S -0.8800 0.7023 3.0802
C -1.0924 2.4255 3.2216
C -0.6620 3.0608 4.3861
C -0.8219 4.4270 4.5746
C -0.3461 5.0497 5.7648
N 0.0483 5.5418 6.7284
C -1.4573 5.1898 3.5744
C -1.8773 4.5696 2.4064
C -1.6916 3.1991 2.1946
S -2.1891 2.5159 0.6818
C -1.6818 6.5879 3.7460
N -1.8850 7.7154 3.8564
H -0.1802 2.4670 5.1513
H -2.3560 5.1516 1.6313
C -0.8633 2.3664 -4.6809
C -2.1947 2.0868 -3.9613
C -1.9663 1.4441 -2.5864
C -0.7775 0.4827 -2.6509
C 0.5096 1.3086 -2.8495
C 0.2467 2.5911 -3.6573
P -0.6527 -0.5356 -1.1020
C -1.9667 -1.8547 -1.2179
C -3.2086 -1.4114 -0.4216
C -4.3641 -2.3729 -0.6830
C -4.8234 -2.3103 -2.1523
C -3.6985 -1.8352 -3.0820
C -2.3488 -2.3797 -2.6210
C 0.8843 -1.5654 -1.2731
C 2.1468 -0.8260 -0.8250
C 3.2946 -1.8248 -0.6000
C 3.2293 -3.0060 -1.5845
C 2.5722 -2.5647 -2.8890
C 1.0914 -2.2346 -2.6454
H -0.9625 3.2412 -5.3269
H -0.5933 1.5224 -5.3231
H -2.8136 1.4300 -4.5801
H -2.7469 3.0194 -3.8252
H -2.8757 0.9386 -2.2618
H -1.7586 2.2103 -1.8414
H -0.9279 -0.1925 -3.4998
H 1.2588 0.7016 -3.3648
H 0.9162 1.5866 -1.8729
H 1.1677 2.9029 -4.1546
H -0.0518 3.4010 -2.9874
H -1.5151 -2.6748 -0.6542
H -3.5053 -0.3911 -0.6788
H -2.9558 -1.4128 0.6415
H -5.1991 -2.1401 -0.0200
H -4.0280 -3.3838 -0.4346
H -5.6760 -1.6342 -2.2502
H -5.1584 -3.3020 -2.4681
H -3.6604 -0.7444 -3.0955
H -3.8996 -2.1610 -4.1056
H -1.5797 -2.1355 -3.3543
H -2.4122 -3.4722 -2.5847
H 0.7028 -2.3362 -0.5158
H 1.9373 -0.2929 0.1052
H 2.4458 -0.0827 -1.5658
H 3.2542 -2.2046 0.4238
H 4.2479 -1.3018 -0.7154
H 2.6451 -3.8242 -1.1531
H 4.2339 -3.3894 -1.7749
H 2.6509 -3.3463 -3.6484
H 3.0986 -1.6837 -3.2684
H 0.5084 -3.1583 -2.6796
H 0.7361 -1.5924 -3.4551
Se 2.4921 0.3424 2.7353
C 4.1161 0.4450 1.7735
C 4.3416 1.4585 0.8444
C 5.5532 1.4865 0.1752
N 6.5314 0.6026 0.3660
C 6.3055 -0.3623 1.2559
C 5.1282 -0.4931 1.9711
H 3.5859 2.2091 0.6548
H 5.7596 2.2629 -0.5546
H 7.1137 -1.0736 1.3937
H 4.9920 -1.3052 2.6727
S -0.4429 -3.6285 1.9486
C -0.4325 -2.9821 3.4633
N 0.4989 -2.1829 3.9674
C 0.3591 -1.6621 5.3132
C -0.9576 -2.1877 5.8946
S -1.6648 -3.3401 4.6665
H 1.1662 -1.7216 3.3515
H 0.3480 -0.5724 5.2672
H 1.2147 -1.9798 5.9152
H -1.6780 -1.3884 6.0523
H -0.8150 -2.7390 6.8207
*
```

Here are the Löwdin charges for atoms 1 to 2, given in e: number 1, Cu, carries -0.217; number 2, S, carries 0.602

---

Entry 2:
The following is a quantum chemistry calculation of a structure of composition C34H45AsBaIN5S3, from OMol25.

For the HOMO energy, the calculation gives -1.198 eV. The value obtained for the strongest force on any atom is 0.52 eV Å⁻¹. As for the total energy: -145579.513 eV. The HOMO-LUMO gap comes out at 4.77 eV.

```
! RIJCOSX wB97M-V def2-TZVPD def2/J DEFGRID3
* xyz -2 1
Ba -0.0479 0.4322 -0.9049
C -3.1679 0.3462 -2.8093
C -3.7938 0.2007 -1.4221
C -3.3718 -1.0866 -0.6829
N -2.3283 -0.7991 0.2897
C -2.6881 -0.4454 1.4811
C -4.0536 -0.2394 1.9003
C -4.6286 -0.3429 3.1447
C -4.0609 -0.6730 4.3760
C -2.6946 -0.7885 4.6070
C -1.6225 -0.5018 3.7883
C -1.5772 -0.0673 2.4177
N -0.5839 0.5616 1.8629
C 0.4389 1.1711 2.6934
C 0.6060 2.6684 2.4132
C 1.3469 3.0369 1.1242
N 0.5748 2.8922 -0.0919
C 0.0287 3.9432 -0.6263
C -0.1072 5.2176 0.0102
C -0.3058 6.4795 -0.5284
C -0.2971 6.9039 -1.8467
C -0.1411 6.0509 -2.9509
C -0.2322 4.6884 -3.0167
C -0.5805 3.7358 -1.9800
N -1.2706 2.6621 -2.1781
C -1.9002 2.4900 -3.4814
C -3.2454 1.7732 -3.3733
H -3.6624 -0.3566 -3.4872
H -2.1225 0.0186 -2.8222
H -4.8845 0.2459 -1.5221
H -3.5091 1.0583 -0.8048
H -2.9620 -1.7959 -1.4090
H -4.2346 -1.5738 -0.2129
H -4.7362 -0.0006 1.0939
H -5.7046 -0.1809 3.1559
H -4.7300 -0.8323 5.2133
H -2.4168 -1.1030 5.6112
H -0.6510 -0.6172 4.2535
H 1.3966 0.6768 2.5052
H 0.2272 1.0646 3.7635
H 1.1729 3.0886 3.2530
H -0.3808 3.1411 2.4227
H 2.2247 2.3805 1.0385
H 1.7322 4.0600 1.2207
H -0.0526 5.1856 1.0921
H -0.4217 7.2666 0.2147
H -0.3494 7.9698 -2.0372
H 0.0561 6.5417 -3.9017
H -0.0604 4.2365 -3.9866
H -1.2339 1.9031 -4.1261
H -2.0686 3.4594 -3.9654
H -3.6819 1.7574 -4.3763
H -3.9158 2.3796 -2.7536
S 2.4264 0.0978 -5.6610
C 1.7120 0.1083 -4.1309
S 0.1935 -0.7001 -3.8812
S 2.4789 0.8927 -2.7971
C 3.5286 -0.9302 3.5628
C 2.2995 -1.7904 3.2767
As 2.0957 -2.2252 1.3452
C 0.2595 -2.9208 1.4116
C 0.0072 -4.1190 2.3147
C 3.0707 -3.9425 1.3700
C 4.5759 -3.7651 1.2066
H 3.6058 -0.6761 4.6236
H 3.4999 0.0033 2.9999
H 4.4495 -1.4428 3.2771
H 1.3879 -1.2722 3.5831
H 2.3476 -2.7180 3.8532
H 0.0094 -3.1624 0.3785
H -0.3689 -2.0810 1.7020
H 0.5282 -5.0073 1.9532
H -1.0596 -4.3531 2.3504
H 0.3303 -3.9270 3.3411
H 2.6649 -4.5279 0.5441
H 2.8370 -4.4632 2.3012
H 4.8046 -3.2553 0.2678
H 5.0977 -4.7259 1.2016
H 4.9998 -3.1669 2.0162
I 0.2126 -5.5123 -1.8524
C 1.6079 -4.1142 -2.6246
C 1.8410 -4.1101 -3.9868
C 2.7634 -3.1886 -4.4603
C 3.4108 -2.3585 -3.5668
C 3.0722 -2.4368 -2.2264
N 2.1741 -3.3102 -1.7529
H 1.2975 -4.7701 -4.6462
H 2.9467 -3.0865 -5.5213
H 4.0788 -1.5839 -3.9149
H 3.4860 -1.7429 -1.5065
*
```

Here are the Löwdin charges for atoms 1 to 2, given in e: number 1, Ba, carries 1.444; number 2, C, carries -0.241

---

Entry 3:
The following is a quantum chemistry calculation of a structure of composition C34H45BF3N7O3PtS5, from OMol25.

For the HOMO energy (spin up / spin down), the calculation gives -6.287 / -6.287 eV. The value obtained for the strongest force on any atom is 1.33 eV Å⁻¹. As for the total energy: -118817.677 eV. The HOMO-LUMO gap (spin up / spin down) comes out at 6.18 / 6.18 eV.

```
! RIJCOSX wB97M-V def2-TZVPD def2/J DEFGRID3
* xyz 0 1
Pt -0.0616 0.4282 -0.1456
C -5.8055 -0.0536 2.1906
C -4.5490 0.2329 1.3652
C -4.6507 1.5734 0.6378
C -4.3858 -0.8822 0.3364
N -3.3925 0.3507 2.3246
C -3.4999 1.1712 3.4428
C -2.2996 1.1828 4.0412
N -1.4500 0.3845 3.3019
B -0.0007 0.1335 3.8150
N 0.6117 -1.2193 3.3697
C 0.2561 -2.3651 4.0608
C 0.8352 -3.4106 3.4565
N 1.5618 -2.9127 2.3780
C 1.4038 -1.5613 2.3195
S 2.0762 -0.4905 1.1561
C 2.3197 -3.7794 1.4115
C 3.7863 -3.3554 1.3816
C 2.2508 -5.2303 1.8795
C 1.6731 -3.6683 0.0344
N 0.9478 1.3028 3.4368
C 2.1151 1.4368 4.1492
C 2.8313 2.4198 3.5813
N 2.0940 2.8923 2.5058
C 0.9410 2.1805 2.4203
S -0.3471 2.3909 1.2595
C 2.5912 3.9524 1.5635
C 2.7608 3.3371 0.1800
C 1.6079 5.1186 1.5635
C 3.9442 4.4663 2.0456
C -2.1212 -0.1064 2.2515
S -1.4269 -1.1136 1.0317
H -6.6246 -0.2975 1.5139
H -6.1200 0.7987 2.7952
H -5.6407 -0.9063 2.8520
H -5.4572 1.5363 -0.0980
H -3.7090 1.7758 0.1200
H -4.8450 2.3948 1.3321
H -5.3266 -0.9394 -0.2157
H -4.2020 -1.8484 0.8096
H -3.5793 -0.6891 -0.3689
H -4.4107 1.6725 3.7115
H -1.9651 1.6986 4.9254
H -0.0694 0.1004 5.0261
H -0.3841 -2.3285 4.9263
H 0.7921 -4.4532 3.7044
H 4.2244 -3.4304 2.3809
H 3.8928 -2.3312 1.0284
H 4.3339 -4.0197 0.7092
H 2.6778 -5.3641 2.8762
H 2.8351 -5.8281 1.1802
H 1.2284 -5.6146 1.8694
H 1.7382 -2.6541 -0.3569
H 0.6175 -3.9490 0.0836
H 2.1817 -4.3427 -0.6599
H 2.3398 0.8067 4.9931
H 3.7880 2.8165 3.8563
H 1.8394 2.8796 -0.1804
H 3.5349 2.5651 0.2064
H 3.0644 4.1138 -0.5289
H 0.6243 4.8033 1.2190
H 1.9823 5.9053 0.9027
H 1.5110 5.5291 2.5718
H 4.7008 3.6806 2.0515
H 3.8843 4.9217 3.0366
H 4.2703 5.2343 1.3439
F -1.4749 -3.5112 -2.2419
C -1.1210 -2.7907 -3.3103
F -0.1096 -3.4160 -3.9241
F -2.1540 -2.7379 -4.1493
S -0.6307 -1.1143 -2.8072
O -1.8318 -0.6241 -2.1623
O -0.2776 -0.4476 -4.0451
O 0.4983 -1.3170 -1.8820
N 0.6334 1.7735 -1.6999
S -0.6770 2.2103 -2.6097
C 0.0359 3.0541 -4.0184
C 1.1964 2.5258 -4.5629
C 1.7238 3.0935 -5.7145
C 1.0915 4.1728 -6.3127
C -0.0823 4.6814 -5.7683
C -0.6235 4.1177 -4.6232
C -1.3252 3.5943 -1.7251
C -2.7027 3.6435 -1.5937
C -3.2834 4.7419 -0.9666
C -2.4775 5.7689 -0.4995
C -1.0912 5.7013 -0.6417
C -0.5042 4.6065 -1.2495
H 1.1529 1.0645 -2.2244
H 1.6772 1.6720 -4.1037
H 2.6268 2.6826 -6.1468
H 1.5090 4.6162 -7.2075
H -0.5805 5.5205 -6.2352
H -1.5420 4.5117 -4.2066
H -3.3102 2.8311 -1.9798
H -4.3583 4.7926 -0.8520
H -2.9263 6.6292 -0.0184
H -0.4718 6.5104 -0.2749
H 0.5711 4.5217 -1.3605
*
```

Here are the Löwdin charges for atoms 1 to 2, given in e: number 1, Pt, carries 0.500; number 2, C, carries -0.038

---

Entry 4:
The following is a quantum chemistry calculation of a structure of composition C34H45Cl8N3O2, from OMol25.

For the HOMO energy, the calculation gives -7.389 eV. The value obtained for the strongest force on any atom is 11.46 eV Å⁻¹. As for the total energy: -144711.059 eV. The HOMO-LUMO gap comes out at 5.63 eV.

```
! RIJCOSX wB97M-V def2-TZVPD def2/J DEFGRID3
* xyz 0 1
Cl -8.9979 12.4083 22.6351
C -8.8183 13.9509 21.7663
C -8.3838 13.7481 20.3375
Cl -8.6057 15.3129 19.4941
H -8.1264 14.4130 22.4704
H -9.7135 14.5727 21.7802
H -9.1147 13.0423 19.9428
H -7.3556 13.4023 20.2308
Cl -13.9552 15.5749 19.4058
C -15.7557 15.8653 19.2441
C -16.6011 15.0368 20.2486
Cl -16.3587 15.5507 21.9068
H -15.8756 15.6812 18.1765
H -15.8651 16.9289 19.4560
H -16.4963 13.9519 20.2471
H -17.6749 15.1802 20.1288
Cl -15.0401 17.9041 17.4576
C -13.7766 18.6346 16.4564
C -12.5436 17.7207 16.2799
Cl -11.2670 18.5746 15.3197
H -13.5683 19.4244 17.1781
H -14.0265 19.0061 15.4626
H -12.9419 16.8231 15.8069
H -12.0378 17.2751 17.1364
Cl -12.1421 14.9060 22.5784
C -11.3221 16.4986 22.6429
C -10.0135 16.3335 23.3671
Cl -10.1402 15.6081 24.9216
H -12.0107 17.2164 23.0888
H -11.1287 16.8668 21.6354
H -9.4892 17.2726 23.5435
H -9.2845 15.7323 22.8236
C -11.6959 16.3359 18.1420
C -11.6866 15.7998 19.5576
C -11.4037 14.2842 19.6236
C -12.5800 13.4200 19.9230
N -13.4918 12.7736 20.3432
H -12.6513 16.1119 17.6675
H -10.7916 16.0488 17.6053
H -11.5726 17.4130 18.2553
H -12.5797 16.0362 20.1360
H -10.9814 16.3793 20.1533
H -10.5768 14.1068 20.3114
H -11.0502 13.9442 18.6502
C -15.1883 13.2629 18.8442
C -14.3986 12.0196 18.4276
C -13.9091 11.8416 16.9610
C -14.8833 12.2420 15.9833
N -15.7092 12.5333 15.2058
H -15.3549 13.3574 19.9172
H -16.1410 13.4059 18.3342
H -14.6657 14.2188 18.8093
H -14.9351 11.1214 18.7335
H -13.4580 11.9937 18.9778
H -14.0058 10.7817 16.7256
H -12.8609 12.1341 16.8989
C -14.1451 12.3338 21.8630
C -14.7088 10.9049 21.7980
C -13.6855 9.9237 22.2846
C -13.9932 8.5153 22.2422
N -14.2237 7.3660 22.0371
H -13.1582 12.3198 21.4004
H -13.9497 12.7040 22.8694
H -14.7228 13.1322 21.3972
H -14.9487 10.6609 20.7631
H -15.6464 10.8698 22.3528
H -13.4746 10.1664 23.3261
H -12.8211 10.0123 21.6264
C -10.9563 16.2034 15.4634
C -11.7297 15.1051 15.7892
C -11.0811 14.0276 16.4131
C -9.6882 14.0668 16.7764
C -8.9226 15.1780 16.3498
C -9.6006 16.3070 15.8138
C -7.4246 15.1546 16.6180
O -6.6792 16.0961 16.2820
C -6.8339 14.1720 17.5784
C -5.5085 14.3165 17.9406
C -4.9714 13.3263 18.7556
C -5.7007 12.1682 19.0848
C -7.0203 12.0327 18.6942
C -7.6310 13.0439 17.9275
C -9.0525 12.8792 17.4949
O -9.7406 11.8458 17.7547
H -11.5805 16.8275 14.8410
H -12.7017 14.8978 15.3667
H -11.6083 13.0977 16.5669
H -9.0161 17.0701 15.3216
H -4.8584 15.1349 17.6685
H -3.9770 13.3383 19.1769
H -5.2838 11.3985 19.7173
H -7.6367 11.2026 19.0061
*
```

Here are the Löwdin charges for atoms 1 to 2, given in e: number 1, Cl, carries 0.608; number 2, C, carries -0.690

---

Entry 5:
The following is a quantum chemistry calculation of a structure of composition C34H45ClO6P2RbSi, from OMol25.

For the HOMO energy, the calculation gives -0.576 eV. The value obtained for the strongest force on any atom is 3.67 eV Å⁻¹. As for the total energy: -87896.745 eV. The HOMO-LUMO gap comes out at 2.15 eV.

```
! RIJCOSX wB97M-V def2-TZVPD def2/J DEFGRID3
* xyz -1 1
Rb -0.7612 0.7077 -1.0695
O -4.1199 -1.4557 -3.7246
Cl -3.0766 -0.6151 -3.1519
O -3.3247 0.7964 -3.6862
O -3.1216 -0.6022 -1.6831
O -1.6370 -1.0492 -3.4996
C -3.5845 3.3007 -2.1327
O -2.4492 3.0801 -1.2735
C -2.3507 3.9748 -0.1737
C -2.7438 3.3593 1.1362
O -1.6520 2.4656 1.4288
C -1.7775 1.7412 2.6941
H -3.6627 4.3797 -2.3733
H -4.5151 2.9728 -1.5960
H -3.4267 2.7351 -3.0691
H -2.9665 4.8396 -0.3884
H -1.3214 4.3207 -0.1265
H -3.6667 2.8154 0.9391
H -2.8041 4.1586 1.9369
H -1.8853 2.4403 3.5492
H -0.8117 1.1474 2.8310
H -2.6045 0.9858 2.6498
C 1.4549 -2.8694 0.4516
C 0.2002 -3.6606 0.8673
P -1.3640 -2.7888 0.3913
C -2.3413 -4.0982 -0.4214
C -2.9804 -5.1587 0.2515
C -3.7152 -6.0832 -0.5034
C -3.6960 -6.0507 -1.9069
C -2.9389 -5.0441 -2.5789
C -2.2907 -4.0824 -1.8252
C -2.3330 -2.5755 1.8975
C -3.7437 -2.6374 1.7872
C -4.5117 -2.3604 2.9082
C -3.9474 -1.9904 4.0931
C -2.5504 -1.9199 4.2101
C -1.7170 -2.2502 3.1302
C 1.8333 -1.6164 1.2801
P 2.5146 -0.1844 0.3254
C 4.2070 -0.7277 -0.0070
C 5.0865 -0.9195 1.0570
C 6.4192 -1.2413 0.8218
C 6.9063 -1.2849 -0.4580
C 6.0245 -1.1686 -1.5393
C 4.6654 -0.9385 -1.3386
C 2.7953 1.0939 1.6397
C 3.3455 2.3333 1.2477
C 3.1354 3.4655 2.0212
C 2.3572 3.4369 3.1952
C 1.8193 2.2159 3.5736
C 2.1244 1.0340 2.8743
H 1.3999 -2.5585 -0.6157
H 2.2887 -3.6055 0.4901
H 0.2617 -3.8056 1.9365
H 0.1684 -4.6215 0.3572
H -2.9646 -5.1668 1.3097
H -4.2959 -6.8574 0.0203
H -4.2030 -6.8428 -2.5153
H -2.8971 -4.9780 -3.6797
H -1.7002 -3.3282 -2.3705
H -4.1934 -2.8192 0.7865
H -5.5976 -2.3851 2.8107
H -4.5072 -1.7155 4.9565
H -2.0802 -1.6466 5.1652
H -0.6362 -2.2590 3.2385
H 2.5993 -1.8299 2.0552
H 0.8713 -1.1979 1.7475
H 4.7634 -0.8472 2.0887
H 7.0627 -1.4652 1.6848
H 7.9581 -1.4889 -0.6773
H 6.3413 -1.3574 -2.5317
H 3.9091 -1.0359 -2.0953
H 3.8822 2.4139 0.3084
H 3.5551 4.4299 1.7034
H 2.2210 4.2982 3.8454
H 1.1412 2.1281 4.4270
H 1.9199 0.0728 3.3083
C 3.4214 3.1210 -4.0614
Si 1.8504 4.1380 -3.7280
C 0.2359 3.1790 -3.9745
C 1.9317 5.2692 -2.1984
H 4.1446 3.8958 -4.3432
H 3.3272 2.4231 -4.8879
H 3.7943 2.5601 -3.2044
H -0.0814 3.3626 -4.9718
H -0.5627 3.5026 -3.3111
H 0.2773 2.0673 -3.9155
H 2.5735 6.0850 -2.5191
H 2.4007 4.7503 -1.3376
H 0.9230 5.6878 -1.9638
*
```

Here are the Löwdin charges for atoms 1 to 2, given in e: number 1, Rb, carries 0.576; number 2, O, carries -0.344